# 1
13
Properties=species:S:1:pos:R:3 method="wB97M-V/def2-TZVPD" smiles="COC1=[NH+]C(=O)C=N1" e_homo_ev=-15.80 energy_ev=-11295.06067 charge=+1
C 0.9662 -1.0476 -0.8316
O 1.0526 -0.0186 0.1708
C 0.0854 0.6264 0.5973
N -0.0226 1.5476 1.5069
C -1.3768 2.0521 1.6874
O -1.6565 2.9029 2.4487
C -2.2016 1.2607 0.7058
N -1.5987 0.4271 -0.0011
H 1.9501 -1.0791 -1.2973
H 0.1846 -0.8433 -1.5619
H 0.7749 -1.9945 -0.3251
H 0.7271 1.9279 2.0851
H -3.2700 1.4226 0.6445

***

# 2
13
Properties=species:S:1:pos:R:3 method="wB97M-V/def2-TZVPD" e_homo_ev="-13.19 / -12.69" energy_ev=-12988.60885 charge=+1
C 2.1336 0.4682 -0.7458
C -1.3350 -0.5103 0.7064
N -2.0382 -0.0464 -0.5220
P 1.4480 -0.9975 0.1271
H 3.1762 0.4651 -0.5096
H 1.7577 1.5050 -0.5528
H 1.9690 0.4170 -1.7963
H -1.3606 0.1731 1.4951
H -1.5057 -1.5518 0.9979
H -2.8209 0.5941 -0.3195
H -1.3169 0.4419 -1.0688
H -2.3654 -0.9568 -0.9851
H 2.0220 -0.6567 1.3051

***

# 3
11
Properties=species:S:1:pos:R:3 method="wB97M-V/def2-TZVPD" e_homo_ev="-15.12 / -15.12" energy_ev=-5722.35352 charge=+1
C -0.7244 0.3983 0.7088
C -0.7490 -0.6511 -0.1652
C 0.5510 1.0071 0.9699
C -0.7448 -1.7684 -0.7040
N 1.3672 0.9597 -0.0541
H -1.5962 0.4948 1.4038
H 0.9571 0.7947 -1.2996
H 0.6952 1.6968 1.8557
H -0.3172 -2.5927 -0.2319
H -1.0243 -2.0405 -1.6582
H 1.5856 1.7013 -0.8251

***

# 4
86
Properties=species:S:1:pos:R:3 method="wB97M-V/def2-TZVPD" s_squared=0.83 e_homo_ev="-10.94 / -10.93" energy_ev=-183072.07743 spin_multiplicity=2 charge=+1
Cr -0.4993 0.1846 0.9206
C -3.3045 0.0754 2.7403
C -3.0334 -0.7064 3.8512
C -2.3927 -1.9325 3.7044
C -2.0579 -2.3952 2.4424
C -2.3717 -1.6390 1.3148
C -2.9744 -0.3863 1.4676
H -3.8047 1.0282 2.8508
H -3.3229 -0.3648 4.8361
H -2.1697 -2.5340 4.5745
H -1.5922 -3.3638 2.3234
H -2.2233 -2.0476 0.3217
H -3.2696 0.1673 0.5809
C 4.3803 0.8770 0.5002
Si 2.6562 0.5409 -0.1716
C 2.8094 -0.6256 -1.6317
C 2.0523 2.2196 -0.7734
C 1.5028 -0.2106 1.1682
C 1.4370 0.4156 2.5011
C 2.4280 0.9348 3.3412
C 2.0520 1.4708 4.5537
C 0.7044 1.5188 4.9092
C -0.2261 1.0152 4.0266
N 0.1426 0.4629 2.8676
Si 1.8267 -2.0921 1.4935
C 1.2275 -2.5221 3.2266
C 1.0446 -3.2016 0.1978
C 3.6712 -2.4455 1.5756
H 4.9879 1.2058 -0.3444
H 4.8718 0.0090 0.9296
H 4.4023 1.6889 1.2237
H 3.3116 -0.0990 -2.4425
H 1.8476 -0.9634 -2.0068
H 3.4117 -1.4998 -1.4034
H 2.6661 2.5172 -1.6238
H 2.1822 2.9867 -0.0119
H 1.0185 2.2251 -1.1066
H 3.4654 0.8776 3.0523
H 2.8032 1.8540 5.2303
H 0.3866 1.9389 5.8504
H -1.2870 1.0485 4.2303
H 0.1780 -2.3163 3.4183
H 1.8101 -1.9893 3.9791
H 1.4005 -3.5880 3.3885
H 0.1304 -2.7942 -0.2367
H 0.8163 -4.1769 0.6235
H 1.7399 -3.3615 -0.6252
H 4.1553 -1.8577 2.3552
H 4.2080 -2.2893 0.6457
H 3.7943 -3.4942 1.8506
C 0.3258 0.9864 -4.5577
C -1.1565 1.2541 -4.4050
C -1.4609 2.4603 -3.5442
O -1.7915 0.0272 -3.9388
P -2.3464 -0.3937 -2.5176
S -3.9281 0.5183 -1.9084
S -0.6543 -0.3291 -1.2810
O -2.6318 -1.9309 -2.6984
C -2.0399 -2.9184 -3.5986
C -2.6215 -2.7613 -4.9882
C -0.5265 -2.9179 -3.5697
H 0.8039 1.8457 -5.0260
H 0.4971 0.1164 -5.1886
H 0.7936 0.8160 -3.5874
H -1.6096 1.3950 -5.3917
H -1.0286 2.3536 -2.5482
H -2.5291 2.6259 -3.4479
H -1.0095 3.3346 -4.0135
H -2.4045 -3.8516 -3.1594
H -2.1927 -1.9067 -5.5059
H -3.7012 -2.6387 -4.9380
H -2.4066 -3.6600 -5.5658
H -0.1191 -1.9892 -3.9643
H -0.1746 -3.7340 -4.2001
H -0.1431 -3.0722 -2.5630
Br -3.5878 4.5939 -0.8882
C -2.1321 4.0404 0.1590
C -1.3625 4.9585 0.8547
C -0.3035 4.4830 1.6089
C -0.0571 3.1243 1.6470
N -0.7995 2.2406 0.9659
C -1.8168 2.6923 0.2240
H -1.5867 6.0128 0.8046
H 0.3288 5.1552 2.1677
H 0.7624 2.7329 2.2298
H -2.3828 1.9699 -0.3555

***

# 5
131
Properties=species:S:1:pos:R:3 method="wB97M-V/def2-TZVPD" s_squared=0.75 e_homo_ev="-9.28 / -9.99" energy_ev=-264787.72711 spin_multiplicity=2 charge=+1
Ti -0.2063 0.0603 -0.4113
C 3.1712 1.6254 -1.0037
C 2.5107 1.5467 0.3203
C 3.0774 1.9120 1.5543
C 2.0503 1.9217 2.4448
N 0.8999 1.5870 1.7909
N 1.2041 1.2947 0.4733
B -0.4081 1.9279 2.3047
N -1.5389 2.1921 1.4446
C -2.7336 2.7637 1.8095
C -3.5165 2.8439 0.7078
C -2.7616 2.2659 -0.3481
C -3.2635 2.0738 -1.7337
N -1.5724 1.8866 0.0912
N -1.5260 -0.6649 0.8179
C -2.7703 -0.6859 1.3508
C -3.2097 -1.9806 1.3206
C -2.1761 -2.7242 0.7049
C -2.2233 -4.1867 0.4354
N -1.1715 -1.9031 0.4027
N -0.4947 2.1768 3.7203
C -0.9440 3.3069 4.3454
C -0.9447 3.0573 5.6830
C -0.4705 1.7176 5.8000
C -0.3020 0.9813 7.0874
N -0.1925 1.2115 4.6138
H 4.1769 1.2133 -0.9632
H 3.2404 2.6840 -1.2686
H 2.6011 1.1125 -1.7712
H 4.1094 2.1478 1.7396
H 2.0229 2.1853 3.4903
H -2.9311 3.0502 2.8259
H -4.5153 3.2354 0.6400
H -4.2137 2.5907 -1.8459
H -3.4211 1.0146 -1.9412
H -2.5629 2.4428 -2.4799
H -3.2451 0.1985 1.7410
H -4.1410 -2.3660 1.6993
H -2.7254 -4.6896 1.2606
H -1.2306 -4.6045 0.3247
H -2.7940 -4.3928 -0.4732
H -1.1776 4.2039 3.7951
H -1.2217 3.7240 6.4802
H 0.4892 1.4435 7.6800
H -0.0574 -0.0635 6.9278
H -1.2230 1.0399 7.6670
C 2.8894 -4.3890 2.0441
Ge 1.7489 -3.8220 3.5327
C 2.8375 -4.1531 5.1479
C 0.1423 -4.9486 3.4610
Ge 0.8540 -1.4377 3.8175
C -0.4801 -1.8889 5.2318
C -0.2436 -2.8091 6.2511
C -1.2435 -3.1744 7.1441
C -2.5183 -2.6440 7.0232
C -2.7822 -1.7381 6.0056
C -1.7730 -1.3674 5.1290
C 2.5591 -0.6421 4.4841
C 2.7341 0.4226 5.3709
C 3.9899 0.9499 5.6391
C 5.1160 0.4381 5.0078
C 4.9716 -0.6119 4.1143
C 3.7117 -1.1351 3.8582
H 2.9566 -5.4760 2.1153
H 3.8957 -3.9776 2.1266
H 2.4760 -4.1321 1.0673
H 2.4211 -4.9937 5.7039
H 2.9060 -3.2900 5.8063
H 3.8449 -4.4092 4.8211
H 0.3077 -5.8657 4.0276
H -0.0413 -5.2100 2.4245
H -0.7307 -4.4403 3.8673
H 0.7378 -3.2414 6.3823
H -1.0213 -3.8784 7.9355
H -3.2990 -2.9356 7.7131
H -3.7758 -1.3217 5.8952
H -1.9994 -0.6466 4.3524
H 1.8872 0.8530 5.8751
H 4.0899 1.7625 6.3478
H 6.0932 0.8566 5.2085
H 5.8392 -1.0224 3.6143
H 3.6263 -1.9537 3.1465
C 0.3954 2.9535 -2.3166
C -0.2853 1.7675 -2.9277
C -0.7536 1.6733 -4.2028
C -1.4355 0.4302 -4.3307
C -1.3592 -0.2002 -3.1289
C -1.9692 -1.5001 -2.7379
N -0.6330 0.5987 -2.2342
H -0.2425 3.8361 -2.3934
H 1.3247 3.1851 -2.8395
H 0.6201 2.8160 -1.2623
H -0.6264 2.4215 -4.9686
H -1.9306 0.0469 -5.2076
H -2.5573 -1.8788 -3.5726
H -2.6336 -1.4107 -1.8705
H -1.2122 -2.2495 -2.5066
C 1.4338 -6.4963 -1.6219
C 2.6165 -5.7802 -1.5198
C 2.5943 -4.3931 -1.4751
C 1.3914 -3.6858 -1.5254
C 0.2176 -4.4238 -1.6359
C 0.2305 -5.8114 -1.6864
Ge 1.4744 -1.7118 -1.6419
C 1.4430 -1.4488 -3.6064
C 1.9148 -0.2815 -4.2055
C 1.9473 -0.1343 -5.5840
C 1.4941 -1.1590 -6.4011
C 1.0219 -2.3293 -5.8275
C 1.0014 -2.4708 -4.4466
C 3.3672 -1.3934 -1.1569
C 4.3702 -1.3758 -2.1260
C 5.7040 -1.2069 -1.7726
C 6.0573 -1.0565 -0.4346
C 5.0710 -1.0860 0.5421
C 3.7429 -1.2571 0.1813
H 1.4501 -7.5776 -1.6547
H 3.5640 -6.3009 -1.4751
H 3.5355 -3.8629 -1.4091
H -0.7357 -3.9194 -1.6969
H -0.7009 -6.3565 -1.7781
H 2.2732 0.5424 -3.6009
H 2.3205 0.7836 -6.0200
H 1.5149 -1.0478 -7.4771
H 0.6743 -3.1395 -6.4552
H 0.6451 -3.4035 -4.0256
H 4.1123 -1.4889 -3.1708
H 6.4674 -1.1938 -2.5398
H 7.0950 -0.9285 -0.1561
H 5.3448 -0.9757 1.5892
H 2.9846 -1.2790 0.9618

***

# 6
53
Properties=species:S:1:pos:R:3 method="wB97M-V/def2-TZVPD" e_homo_ev=-10.72 energy_ev=-212127.06168 charge=+1
Ca 0.1614 0.7004 0.2369
Cl 0.0297 -2.3563 -0.4682
C -0.3376 -1.8437 -2.1091
Cl -1.4553 -0.4889 -2.0136
H -0.8067 -2.6685 -2.6487
H 0.5843 -1.4960 -2.5775
Se -1.6059 2.5544 1.2801
P -0.7829 1.6945 3.0917
Se 0.1193 -0.2460 2.8175
C 0.4456 2.8777 3.7618
C 0.1424 4.2352 3.7597
C 1.0528 5.1399 4.2740
C 2.2654 4.6940 4.7759
C 2.5638 3.3414 4.7826
C 1.6512 2.4289 4.2833
C -2.0769 1.5956 4.3644
C -2.1687 0.4801 5.1856
C -3.1723 0.4114 6.1344
C -4.0673 1.4595 6.2732
C -3.9577 2.5834 5.4677
C -2.9686 2.6530 4.5045
H -0.7969 4.5794 3.3467
H 0.8146 6.1925 4.2878
H 2.9770 5.4024 5.1700
H 3.5027 2.9940 5.1866
H 1.8714 1.3675 4.3024
H -1.4678 -0.3376 5.0720
H -3.2516 -0.4618 6.7637
H -4.8562 1.3972 7.0069
H -4.6455 3.4058 5.5887
H -2.9003 3.5094 3.8459
N 3.0357 2.2323 -1.1353
C 3.3695 1.0564 -0.5031
C 4.7463 0.7804 -0.3965
C 5.1590 -0.3754 0.2238
C 4.1921 -1.2266 0.7539
C 2.8682 -0.8710 0.6173
N 2.4452 0.2331 -0.0091
C 1.8659 2.7853 -1.6081
C 1.9795 4.0412 -2.2317
C 0.8681 4.6127 -2.8053
C -0.3409 3.9237 -2.7402
C -0.3679 2.7169 -2.0768
N 0.7030 2.1421 -1.5162
H 3.8484 2.7912 -1.3652
H 5.4661 1.4799 -0.7963
H 6.2091 -0.6109 0.3009
H 4.4660 -2.1368 1.2618
H 2.0967 -1.4956 1.0478
H 2.9314 4.5514 -2.2434
H 0.9364 5.5713 -3.2953
H -1.2380 4.3211 -3.1853
H -1.2992 2.1725 -1.9891

***

# 7
18
Properties=species:S:1:pos:R:3 method="wB97M-V/def2-TZVPD" e_homo_ev=-9.56 energy_ev=-20168.86975
C 0.3560 3.1448 0.6486
C 1.3087 -1.7616 0.0682
C 0.8800 2.0198 0.8654
C -0.8554 -2.1779 -0.8375
N -2.1299 -0.5168 1.5289
N 0.0487 -1.7272 0.0495
O -1.1558 -2.7845 2.1236
S -0.9340 -1.3884 1.9720
H 1.0532 3.9035 0.2131
H -0.6574 3.4680 0.6901
H 1.9446 -1.9918 -0.7874
H 1.8089 -1.4507 1.0915
H 1.9313 1.9403 0.7648
H 0.3212 0.9992 0.9351
H -0.5574 -3.1126 -1.1736
H -1.8981 -1.9832 -0.4188
H -0.8475 -1.4545 -1.6613
H -2.9234 -1.0024 1.1258

***

# 8
59
Properties=species:S:1:pos:R:3 method="wB97M-V/def2-TZVPD" e_homo_ev="-14.53 / -14.54" energy_ev=-87776.27640 charge=+2
Re -0.2134 0.8609 -0.1957
S 2.8766 3.5099 2.1045
Sb 0.8698 2.8435 2.5371
S 1.0870 0.1258 1.4824
S -0.2825 2.9390 0.0227
S -0.8580 2.7006 3.8324
Te 2.3833 0.2813 -0.5182
C -3.6854 3.6211 0.4817
C -4.4956 2.9360 1.5674
C -4.0989 1.4693 1.7291
C -4.0059 0.7255 0.3766
C -4.5288 1.5858 -0.7733
C -3.8525 2.9435 -0.8843
P -2.4210 -0.2005 0.1128
C -2.5357 -0.8552 -1.6239
C -1.8457 0.1906 -2.5467
C -1.1053 -0.4527 -3.7032
C 0.0162 -1.3584 -3.1896
C -0.3682 -2.0076 -1.8610
C -1.8694 -2.2221 -1.7897
C -2.3789 -1.5647 1.3335
C -1.8857 -1.1287 2.7318
C -2.5699 -1.9344 3.8393
C -2.6398 -3.4006 3.4441
C -3.5442 -3.5993 2.2195
C -3.7196 -2.3009 1.4243
H -2.6336 3.6003 0.7955
H -3.9594 4.6741 0.4158
H -5.5626 3.0174 1.3498
H -4.3422 3.4463 2.5194
H -4.8391 0.9592 2.3469
H -3.1533 1.4164 2.2779
H -4.6500 -0.1674 0.4212
H -5.5885 1.7365 -0.5567
H -4.5157 1.0548 -1.7248
H -4.4471 3.5723 -1.5474
H -2.8817 2.8343 -1.3800
H -3.5950 -0.9183 -1.8915
H -1.0672 0.8639 -2.0240
H -2.5508 0.9558 -2.8752
H -0.7199 0.3086 -4.3807
H -1.8386 -1.0269 -4.2733
H 0.9423 -0.7834 -3.0773
H 0.2318 -2.1351 -3.9227
H -0.0701 -1.3530 -1.0034
H 0.2091 -2.9145 -1.6757
H -2.1665 -2.9106 -0.9969
H -2.2127 -2.6766 -2.7214
H -1.6433 -2.2672 0.9212
H -2.0284 -0.0562 2.9021
H -0.8127 -1.3116 2.7847
H -3.5709 -1.5458 4.0349
H -2.0071 -1.8113 4.7647
H -3.0007 -4.0025 4.2776
H -1.6278 -3.7554 3.2291
H -4.5301 -3.9491 2.5256
H -3.1308 -4.3731 1.5702
H -4.4463 -1.6534 1.9196
H -4.1217 -2.5235 0.4319